No. 1
Formula: CH2ClF2P
Source: OMol25
Level of theory: ωB97M-V with the def2-TZVPD basis set

Atoms and positions in Å:
1 Cl -0.94616 1.50641 0.13529
2 P 1.17908 -0.53051 -0.11605
3 F -1.30539 -0.40771 -1.32497
4 F -1.00639 -1.30644 0.99053
5 C -0.51748 0.04938 -0.40890
6 H 1.54850 0.75934 -0.52457
7 H 1.04784 -0.07048 1.24867

As for the highest occupied orbital energy: -10.826 eV. Its charge is 0. The total energy comes out at -28312.596 eV. The gap between HOMO and LUMO is 10.1 eV.

=====

No. 2
Formula: CH2ClF3N2
Source: OMol25
Level of theory: ωB97M-V with the def2-TZVPD basis set

Atoms and positions in Å:
1 Cl -2.04159 -1.24856 -0.49084
2 F 2.46767 -0.13656 0.39514
3 F 1.01207 -0.42559 -1.16740
4 F 0.73094 -1.33228 0.82552
5 N -1.94725 0.32179 -0.25746
6 N 0.53778 1.02220 0.43140
7 C 1.12667 -0.14754 0.19163
8 H -1.82870 0.94152 -1.14113
9 H -0.05759 1.00501 1.21313

As for the highest occupied orbital energy (alpha / beta): -9.814 / -9.812 eV. Its charge is 0. The total energy comes out at -24719.091 eV. The gap between HOMO and LUMO (alpha / beta) is 6.2 / 6.2 eV.

=====

No. 3
Formula: CH2ClFS
Source: OMol25
Level of theory: ωB97M-V with the def2-TZVPD basis set

Atoms and positions in Å:
1 Cl 1.71992 -1.26915 -0.01143
2 S -2.28659 0.04087 -0.18923
3 F 1.64087 1.22356 0.06193
4 C 0.95145 0.15027 0.41372
5 H -2.39454 -0.47100 -1.49070
6 H 0.36890 0.32545 1.21570

As for the highest occupied orbital energy (alpha / beta): -9.907 / -8.647 eV. Its charge is 0. The total energy comes out at -27141.024 eV. The gap between HOMO and LUMO (alpha / beta) is 9.8 / 6.3 eV.

=====

No. 4
Formula: CH2ClN2OP
Source: OMol25
Level of theory: ωB97M-V with the def2-TZVPD basis set

Atoms and positions in Å:
1 Cl 2.63052 0.14198 0.61093
2 P 1.91041 -0.56544 -1.17376
3 O -0.51854 1.43642 -0.27557
4 N 0.54539 -1.08708 -0.78200
5 N -0.45766 -1.00412 -0.05234
6 C -0.97543 0.35399 0.23610
7 H -2.18195 0.28740 0.12123
8 H -0.95276 0.43685 1.31541

As for the highest occupied orbital energy (alpha / beta): -8.259 / -10.052 eV. The spin multiplicity is 3. Its charge is 0. The total energy comes out at -27903.284 eV. The expectation value of S² is 2.026. The gap between HOMO and LUMO (alpha / beta) is 7.6 / 6.9 eV.

=====

No. 5
Formula: CH2CuLiO
Source: OMol25
Level of theory: ωB97M-V with the def2-TZVPD basis set

Atoms and positions in Å:
1 Cu 1.40542 -1.73508 -1.20202
2 O 0.78847 0.44220 0.02578
3 C 0.04661 -0.57584 -0.24725
4 Li -0.14265 1.91676 0.63484
5 H -0.54759 -0.88526 0.65669
6 H -1.55026 0.83723 0.13196

As for the highest occupied orbital energy (alpha / beta): -6.269 / -7.463 eV. The spin multiplicity is 3. Its charge is 0. The total energy comes out at -47955.182 eV. The expectation value of S² is 2.015. The gap between HOMO and LUMO (alpha / beta) is 5.8 / 5.6 eV.

=====

No. 6
Formula: CH2F2N2OP
Source: OMol25
Level of theory: ωB97M-V with the def2-TZVPD basis set

Atoms and positions in Å:
1 P 2.61052 1.05989 0.48067
2 F -2.31293 -1.55940 -0.86458
3 F -0.96923 -0.04586 -1.69577
4 O -1.50956 -0.12910 0.72051
5 N 1.29885 0.54124 -0.00936
6 N -0.80702 0.56353 1.31313
7 C -1.18963 -0.94509 -0.71717
8 H 3.06842 1.88432 1.41606
9 H -0.18942 -1.36953 -0.64349

As for the highest occupied orbital energy (alpha / beta): -15.380 / -13.303 eV. Its charge is +1. The total energy comes out at -20804.703 eV. The gap between HOMO and LUMO (alpha / beta) is 8.4 / 6.3 eV.